Record 1
Entry from OMol25: 9 unconnected molecules or ions with the total composition C41H57N5O4 (ωB97M-V/def2-TZVPD).

XYZ file:
```
107
Properties=species:S:1:pos:R:3
C 3.52636 -4.94377 -10.82129
C 2.63003 -3.87184 -11.27135
C 1.55373 -3.64304 -10.44205
N 1.24780 -4.30434 -9.28098
C 2.20748 -5.17378 -8.83055
C 3.27362 -5.56672 -9.60642
H 4.45592 -5.15260 -11.32993
H 2.79702 -3.29288 -12.16763
H 0.86641 -2.84305 -10.67446
H 1.94799 -5.70168 -7.92480
H 3.95422 -6.27786 -9.16205
C -8.86285 4.66539 2.58078
C -8.71846 6.04306 2.62329
C -7.88769 6.62508 1.60969
N -7.29222 5.90686 0.60647
C -7.51671 4.55645 0.56440
C -8.27309 3.88080 1.57998
H -9.53504 4.18583 3.27690
H -9.12084 6.68994 3.38883
H -7.74309 7.69495 1.63939
H -6.98307 4.09273 -0.25206
H -8.37856 2.81029 1.67630
C 6.34182 2.13807 7.47023
C 7.40037 2.69700 6.77607
C 7.72249 2.14937 5.47063
N 7.03459 1.09255 4.92920
C 5.96817 0.67891 5.59183
C 5.57639 1.14502 6.87396
H 6.08370 2.32571 8.50201
H 8.00708 3.49762 7.17269
H 8.48718 2.68342 4.92617
H 5.36103 -0.10003 5.15475
H 4.77827 0.66665 7.42220
C -1.51983 -7.15944 4.74575
C -1.26331 -6.97642 3.33282
C -0.24536 -7.76097 2.82373
N 0.60683 -8.49381 3.55471
C 0.40168 -8.60826 4.90615
C -0.65525 -7.89839 5.52586
H -2.44662 -6.75946 5.12978
H -1.99354 -6.47865 2.71203
H -0.14504 -7.87532 1.75449
H 1.04815 -9.18370 5.55216
H -0.82371 -7.87990 6.59248
C 8.30375 0.20360 -8.38412
C 9.65226 0.30220 -8.08955
C 10.03049 -0.01451 -6.81259
N 9.19760 -0.51270 -5.84862
C 7.96024 -0.71937 -6.15944
C 7.47300 -0.30298 -7.38415
H 7.90355 0.48168 -9.34792
H 10.37336 0.76271 -8.74859
H 11.06252 0.03947 -6.49891
H 7.30398 -1.00239 -5.34974
H 6.44124 -0.44126 -7.67183
C 4.11676 9.56615 2.09553
C 4.79659 8.41412 2.77707
C 4.05715 7.12784 2.27428
O 2.79522 7.63875 1.92868
C 3.02521 8.88183 1.28112
H 4.77123 10.19640 1.49340
H 3.69500 10.22447 2.85503
H 4.74033 8.63517 3.84294
H 5.83668 8.21828 2.51638
H 4.00624 6.43965 3.11803
H 4.49672 6.62562 1.41251
H 2.16837 9.53193 1.10423
H 3.31153 8.67177 0.25059
C -8.06074 -5.21048 -3.42288
C -7.70349 -4.60779 -4.77191
C -6.54167 -3.68659 -4.50463
O -6.34102 -3.62115 -3.10067
C -7.46208 -4.23964 -2.39612
H -7.72218 -6.22636 -3.21923
H -9.14051 -5.33395 -3.33957
H -8.61018 -4.30543 -5.29592
H -7.31966 -5.48178 -5.29812
H -6.81894 -2.76284 -5.01247
H -5.67674 -4.12846 -4.99934
H -8.16229 -3.41630 -2.25494
H -7.21201 -4.61048 -1.40212
C -0.59178 0.12593 -0.85780
C -0.09477 1.57545 -0.55632
C 1.24829 1.51856 -1.25840
O 1.21197 0.32616 -2.15076
C -0.08771 -0.26472 -2.18794
H -1.68026 0.07861 -0.82510
H -0.17418 -0.49579 -0.06586
H 0.04240 1.93504 0.46347
H -0.66950 2.35791 -1.05186
H 1.92373 1.25856 -0.44336
H 1.55785 2.43138 -1.76735
H -0.11041 -1.32966 -2.41922
H -0.76239 0.19318 -2.91129
C -4.32450 0.68524 6.63679
C -5.37903 -0.27604 7.00197
C -4.73668 -0.73130 8.28941
O -3.32992 -0.78786 8.03659
C -3.00177 -0.06125 6.82680
H -4.26889 1.53694 7.31475
H -4.43263 1.08502 5.62853
H -5.47841 -1.07713 6.26954
H -6.33868 0.23280 7.09281
H -5.11314 -1.73643 8.47942
H -5.04177 -0.03391 9.06957
H -2.85879 -0.70115 5.95605
H -2.13019 0.53753 7.09122
```

SMILES string: c1ccncc1.c1ccncc1.c1ccncc1.c1ccncc1.c1ccncc1.C1CCOC1.C1CCOC1.C1CCOC1.C1CCOC1
Gap between HOMO and LUMO in eV: 9.9
Energy relative to the best compared isomer or geometry (same formula, charge and spin) in kcal per mole: 151.3
Spin multiplicity: 1
LUMO in eV: 0.57


Record 2
Entry from OMol25: 6 unconnected molecules or ions with the total composition C36H83ClN7O8 (ωB97M-V/def2-TZVPD).

XYZ file:
```
135
Properties=species:S:1:pos:R:3
C -2.00081 5.95367 3.85670
C -1.27611 5.86547 2.48989
C -1.99885 5.01115 1.41703
O -3.24429 4.45897 1.87677
C -3.55163 3.24312 1.25246
C -3.13841 2.13156 2.21259
N -2.28248 2.35144 3.16541
C -2.05799 1.18074 3.89727
C -2.85336 0.27904 3.30553
C -2.94819 -1.16419 3.77357
C -1.65580 -1.96377 3.44409
C -0.48299 -1.61853 4.40254
C 0.66131 -0.82177 3.79038
O 0.96690 0.24805 4.27798
O 1.38537 -1.30021 2.73501
C 0.97857 -0.72445 1.48108
C 1.76228 0.54695 1.09796
N -3.54795 0.86459 2.25077
C -4.52882 0.23455 1.38390
C -3.93470 -0.44136 0.10958
C -2.46792 -0.10084 -0.18394
Cl -4.89523 0.17106 -1.29874
H -3.08723 5.89487 3.79717
H -1.57102 5.24560 4.57456
H -1.77390 6.94074 4.27613
H -0.31349 5.37304 2.67931
H -1.03104 6.84691 2.08296
H -1.32167 4.20906 1.08674
H -2.20420 5.62246 0.52886
H -2.98579 3.11099 0.32034
H -4.61969 3.16741 1.02225
H -1.81667 3.21395 3.41440
H -1.41645 1.05970 4.75213
H -3.84099 -1.66311 3.38402
H -3.05625 -1.15213 4.86371
H -1.93099 -3.02001 3.52339
H -1.37045 -1.78227 2.40385
H -0.87964 -1.00101 5.21068
H -0.08142 -2.51578 4.88682
H -0.07718 -0.44959 1.56066
H 1.11846 -1.47322 0.69990
H 2.02160 0.46111 0.03645
H 2.67098 0.70310 1.68089
H 1.14256 1.44828 1.17692
H -5.01850 -0.54182 1.97696
H -5.29927 0.93746 1.06588
H -4.09292 -1.51913 0.15662
H -1.86261 -0.18494 0.72114
H -2.37882 0.86237 -0.69068
H -2.09690 -0.85529 -0.88630
C 6.85120 1.05190 4.52867
C 7.28640 0.89475 3.07457
C 6.12640 0.59898 2.11029
O 5.64270 -0.73188 2.15328
C 4.74527 -1.00785 3.21393
N 8.33264 -0.12854 3.00032
H 6.64584 0.09388 5.00581
H 7.64059 1.53196 5.10701
H 5.95537 1.67256 4.60742
H 7.72342 1.84846 2.76353
H 6.49486 0.73939 1.09026
H 5.30115 1.31247 2.24676
H 4.10777 -0.14905 3.44470
H 5.28838 -1.32698 4.10632
H 4.10891 -1.83662 2.90361
H 8.69949 -0.15785 2.05274
H 7.88271 -1.03376 3.11337
C 3.87478 1.43796 -4.74206
C 3.23553 2.62741 -4.03232
C 2.63888 2.27878 -2.65996
O 1.40061 1.58576 -2.70632
C 1.50768 0.19364 -2.94405
N 2.23984 3.23325 -4.92232
H 3.13767 0.77076 -5.18873
H 4.52002 1.78257 -5.55104
H 4.49030 0.85393 -4.05355
H 4.02633 3.36352 -3.85805
H 2.42500 3.21660 -2.13904
H 3.36060 1.73254 -2.03798
H 2.40049 -0.23334 -2.47741
H 1.50366 -0.01966 -4.01420
H 0.62713 -0.28598 -2.51125
H 1.89096 4.08758 -4.49562
H 1.42820 2.62039 -4.93560
C -9.99079 -2.72951 0.18888
C -8.85514 -2.42093 -0.78191
C -7.57301 -3.22948 -0.51992
O -6.79926 -2.77884 0.58896
C -7.26172 -3.22435 1.85381
N -8.58297 -0.98292 -0.76514
H -9.84338 -2.26161 1.16254
H -10.93406 -2.35207 -0.20495
H -10.09935 -3.80562 0.33942
H -9.20696 -2.69031 -1.78168
H -6.92107 -3.11439 -1.39071
H -7.78464 -4.30170 -0.42804
H -7.68058 -4.23153 1.80260
H -7.99839 -2.52994 2.26371
H -6.40788 -3.24058 2.53448
H -7.89959 -0.77832 -1.48984
H -8.08534 -0.78998 0.10069
C -2.45544 -6.37148 -1.54843
C -3.23544 -5.24269 -0.88201
C -3.68055 -5.55905 0.55604
O -4.78645 -6.43254 0.65642
C -4.47662 -7.81094 0.52227
N -4.37223 -4.88178 -1.73334
H -3.10329 -7.18038 -1.88386
H -1.93208 -5.99805 -2.42868
H -1.70930 -6.78993 -0.86947
H -2.56499 -4.37722 -0.82526
H -4.01193 -4.62151 1.01710
H -2.84207 -5.92817 1.16242
H -3.50176 -8.05323 0.95355
H -4.51138 -8.11562 -0.52529
H -5.24138 -8.37562 1.05487
H -4.82573 -4.06218 -1.33642
H -5.06943 -5.61585 -1.63240
C 8.83526 4.36920 -4.80119
C 8.99247 2.87535 -5.06867
C 8.72135 2.47604 -6.52904
O 7.34935 2.44196 -6.88277
C 6.78715 3.70828 -7.18043
N 8.13885 2.13178 -4.13609
H 7.78999 4.67057 -4.73371
H 9.30396 4.63254 -3.85256
H 9.31212 4.96199 -5.58439
H 10.03386 2.61797 -4.85399
H 9.08293 1.45401 -6.67128
H 9.28450 3.10647 -7.22878
H 7.50500 4.36903 -7.67357
H 6.40314 4.17656 -6.27101
H 5.94174 3.55284 -7.85102
H 8.32573 1.13840 -4.24514
H 7.18064 2.23378 -4.46347
```

Charge: +1
Gap between HOMO and LUMO in eV: 8.2
Spin multiplicity: 1
LUMO in eV: -2.25


Record 3
Entry from OMol25: a molecular structure, C35H49AsBrIrN4O2Si3 (ωB97M-V/def2-TZVPD).

XYZ file:
```
96
Properties=species:S:1:pos:R:3
Ir 0.93530 -0.03470 0.22830
O 2.50460 -0.06640 -1.76400
C 3.81610 0.36390 -1.81290
C 4.58630 0.06210 -2.93070
C 5.88000 0.53390 -3.03800
C 6.43070 1.28800 -2.01620
C 5.68000 1.57090 -0.88780
C 4.37190 1.12580 -0.78420
C 3.54690 1.44010 0.48610
O 2.93730 0.37290 0.96650
N 2.62640 2.52640 0.12840
N 1.35940 2.27250 -0.04960
C 0.49090 3.17220 -0.39550
C -0.88880 2.87370 -0.52680
Br -1.26340 0.97660 -0.90910
C -1.98030 3.68020 -0.42940
C -2.07840 5.00750 0.10290
C -3.33810 5.64410 0.03510
C -3.53130 6.89430 0.57960
C -2.47200 7.55660 1.19110
C -1.22290 6.94740 1.27070
C -1.03090 5.68280 0.76120
H 2.35340 -0.63800 -2.52970
H 4.16090 -0.54230 -3.72010
H 6.46110 0.31120 -3.91760
H 7.44260 1.65210 -2.08810
H 6.12340 2.14180 -0.08750
H 4.23970 1.87310 1.23410
H 3.02090 3.43690 -0.10240
H 0.80270 4.19020 -0.62480
H -2.92350 3.24060 -0.73150
H -4.16160 5.14010 -0.44830
H -4.50200 7.36360 0.53470
H -2.62190 8.53320 1.62320
H -0.40890 7.46090 1.75830
H -0.08330 5.19520 0.92430
C -0.14260 0.38430 4.59090
C 0.53660 -0.70760 5.11210
C 1.07090 -1.64400 4.24050
C 0.94260 -1.45790 2.86520
N 0.28400 -0.39160 2.37980
C -0.23650 0.49810 3.21230
C 1.50370 -2.37920 1.86240
C 2.44020 -3.36270 2.17020
C 2.89460 -4.21040 1.17220
C 2.36760 -4.08550 -0.10620
C 1.46220 -3.06590 -0.34380
N 1.05700 -2.21620 0.59830
H -0.57710 1.13350 5.23370
H 0.64850 -0.83030 6.17870
H 1.58720 -2.50570 4.62740
H -0.75540 1.33480 2.76370
H 2.84670 -3.44370 3.16350
H 3.63740 -4.96110 1.39060
H 2.65910 -4.75660 -0.89840
H 1.01960 -2.93410 -1.32200
C -1.61230 -5.25330 0.64040
Si -3.04330 -4.21960 1.35690
C -2.58940 -3.45620 3.04480
C -4.70250 -5.15140 1.32180
As -3.16950 -2.20090 -0.09700
Si -4.85530 -0.62780 0.80200
C -5.42150 0.44100 -0.66530
C -6.22780 -1.69280 1.57890
C -3.86600 0.38260 2.08390
Si -3.32310 -2.87760 -2.49630
C -4.66770 -4.22130 -2.53000
C -3.70940 -1.31280 -3.50060
C -1.56790 -3.49890 -2.88280
H -1.39000 -6.08810 1.29900
H -0.70020 -4.67110 0.52780
H -1.87260 -5.68130 -0.32340
H -2.32130 -4.23310 3.75460
H -3.42380 -2.90730 3.47220
H -1.74170 -2.77940 2.95590
H -4.56490 -6.16010 1.70140
H -5.10870 -5.24280 0.31890
H -5.45400 -4.67680 1.94490
H -6.19100 -0.06000 -1.24400
H -4.60450 0.69290 -1.33530
H -5.85820 1.37070 -0.31380
H -6.50970 -2.52110 0.93340
H -7.12000 -1.09450 1.74400
H -5.92880 -2.09580 2.54290
H -3.22500 1.11310 1.59760
H -3.23820 -0.25900 2.69730
H -4.53290 0.92590 2.74650
H -5.56190 -3.91610 -1.99180
H -4.31200 -5.15810 -2.10980
H -4.96110 -4.42050 -3.55660
H -4.72540 -0.96340 -3.35060
H -3.60160 -1.53250 -4.55890
H -3.02670 -0.49990 -3.26630
H -1.25140 -4.29940 -2.22220
H -0.84950 -2.68690 -2.81120
H -1.52480 -3.88100 -3.89710
```

Charge: +3
<S²>: 0.7530
Gap between HOMO and LUMO (spin up / spin down) in eV: 5.3 / 5.0
Spin multiplicity: 2
LUMO (spin up / spin down) in eV: -9.45 / -9.75


Number 1: calculated total energy -59075.06353 eV. Number 2: calculated total energy -78002.10500 eV. Number 3: calculated total energy -204474.13408 eV.